No. 1
{"formula": "C21H22N6O3S", "method": "wB97M-V/def2-TZVPD", "e_above_lowest_kj_mol": 0.00, "multiplicity": 1, "lumo_ev": 0.37, "e_tot_ha": -1765.9238, "e_homo_ev": -8.8, "smiles": "CCn1c(CSc2nnc(-c3ccncc3)n2CCOC)nc2cc(C(=O)O)ccc21", "elements": ["C", "C", "N", "C", "C", "S", "C", "N", "N", "C", "C", "C", "C", "N", "C", "C", "N", "C", "C", "O", "C", "N", "C", "C", "C", "C", "O", "O", "C", "C", "C", "H", "H", "H", "H", "H", "H", "H", "H", "H", "H", "H", "H", "H", "H", "H", "H", "H", "H", "H", "H", "H", "H"], "positions_angstrom": [[0.16, 4.10, -1.51], [0.04, 4.37, -0.02], [0.00, 3.14, 0.74], [1.01, 2.49, 1.40], [2.43, 2.91, 1.35], [3.45, 1.44, 0.88], [2.32, 0.78, -0.28], [1.86, 1.41, -1.33], [0.95, 0.62, -1.90], [0.85, -0.48, -1.19], [-0.05, -1.58, -1.49], [-0.96, -2.07, -0.55], [-1.79, -3.12, -0.92], [-1.76, -3.68, -2.11], [-0.92, -3.21, -3.01], [-0.04, -2.16, -2.76], [1.70, -0.42, -0.13], [2.00, -1.41, 0.87], [3.14, -2.32, 0.39], [2.81, -3.06, -0.76], [2.06, -4.23, -0.51], [0.62, 1.39, 1.98], [-0.71, 1.27, 1.70], [-1.60, 0.26, 2.03], [-2.90, 0.36, 1.54], [-3.83, -0.75, 1.81], [-3.50, -1.82, 2.28], [-5.10, -0.49, 1.48], [-3.30, 1.47, 0.77], [-2.43, 2.48, 0.45], [-1.12, 2.36, 0.91], [-0.72, 3.58, -1.88], [0.26, 5.04, -2.05], [1.03, 3.47, -1.72], [0.89, 4.96, 0.34], [-0.87, 4.93, 0.20], [2.61, 3.68, 0.61], [2.80, 3.21, 2.33], [-1.05, -1.62, 0.43], [-2.50, -3.52, -0.21], [-0.94, -3.70, -3.97], [0.64, -1.80, -3.51], [1.11, -2.00, 1.07], [2.31, -0.89, 1.78], [3.44, -2.99, 1.21], [4.00, -1.71, 0.10], [2.60, -4.90, 0.17], [1.07, -4.02, -0.09], [1.94, -4.72, -1.48], [-1.31, -0.58, 2.64], [-5.65, -1.26, 1.67], [-4.32, 1.50, 0.42], [-2.74, 3.32, -0.15]], "mulliken_charge": [-0.91, -1.08, 0.15, 0.25, -0.78, -0.25, 0.33, -0.38, -0.52, 0.40, 0.36, -0.05, -0.89, -0.64, -0.40, -0.51, 0.53, -1.06, -0.67, -0.32, -0.64, -0.57, 1.11, -0.79, 0.79, 0.46, -0.60, -0.47, -1.16, -1.12, 0.65, 0.30, 0.43, 0.24, 0.49, 0.42, 0.36, 0.46, 0.66, 0.48, 0.40, 0.46, 0.27, 0.62, 0.45, 0.29, 0.35, 0.24, 0.22, 0.43, 0.36, 0.47, 0.40]}

No. 2
{"formula": "C35H38N9PbS5", "method": "wB97M-V/def2-TZVPD", "e_above_lowest_kj_mol": 34.04, "total_charge": 1, "multiplicity": 1, "lumo_ev": -2.04, "e_tot_ha": -4033.0038, "e_homo_ev": -9.2, "elements": ["Pb", "C", "C", "C", "C", "C", "C", "C", "N", "N", "C", "C", "C", "C", "C", "C", "N", "C", "C", "C", "C", "C", "C", "N", "H", "H", "H", "H", "H", "H", "H", "H", "H", "H", "H", "H", "H", "H", "H", "H", "H", "H", "H", "H", "C", "C", "C", "C", "N", "N", "C", "H", "H", "H", "H", "H", "H", "H", "H", "S", "C", "N", "C", "C", "S", "H", "H", "H", "H", "H", "S", "C", "S", "C", "N", "N", "C", "C", "C", "C", "C", "C", "S", "H", "H", "H", "H", "H"], "positions_angstrom": [[0.43, 0.40, 0.18], [3.31, 1.91, 1.36], [2.75, 2.35, 2.72], [1.28, 2.64, 2.88], [0.88, 3.88, 3.36], [-0.47, 4.14, 3.55], [-1.38, 3.14, 3.28], [-0.90, 1.93, 2.81], [0.39, 1.68, 2.60], [2.97, 0.54, 0.89], [3.76, 0.24, -0.33], [3.27, 0.97, -1.56], [4.12, 1.68, -2.39], [3.60, 2.28, -3.52], [2.25, 2.15, -3.80], [1.47, 1.43, -2.92], [1.97, 0.85, -1.83], [3.27, -0.47, 1.91], [2.80, -1.87, 1.55], [3.37, -2.98, 2.15], [2.87, -4.23, 1.84], [1.83, -4.35, 0.93], [1.33, -3.19, 0.37], [1.80, -1.97, 0.67], [4.40, 1.98, 1.43], [2.98, 2.61, 0.59], [3.29, 3.28, 2.94], [3.04, 1.65, 3.50], [1.62, 4.65, 3.57], [-0.80, 5.12, 3.89], [-2.45, 3.29, 3.41], [-1.58, 1.11, 2.59], [3.67, -0.82, -0.53], [4.82, 0.47, -0.15], [5.17, 1.76, -2.14], [4.25, 2.86, -4.17], [1.81, 2.62, -4.67], [0.39, 1.34, -3.07], [2.73, -0.20, 2.82], [4.34, -0.49, 2.14], [4.18, -2.85, 2.86], [3.30, -5.12, 2.30], [1.41, -5.31, 0.67], [0.50, -3.22, -0.34], [-4.63, -2.81, -1.02], [-3.28, -2.32, -1.40], [-2.35, -2.78, -2.30], [-1.26, -1.89, -2.22], [-1.50, -0.94, -1.32], [-2.73, -1.23, -0.83], [0.00, -1.93, -3.03], [-4.86, -3.72, -1.57], [-5.40, -2.07, -1.26], [-4.69, -3.03, 0.05], [-2.44, -3.64, -2.95], [-3.14, -0.64, -0.13], [0.29, -2.97, -3.20], [0.81, -1.41, -2.53], [-0.15, -1.47, -4.00], [-1.28, -1.73, 2.21], [-0.51, -2.16, 3.61], [-0.61, -3.36, 4.19], [0.28, -3.69, 5.29], [0.80, -2.36, 5.84], [0.59, -1.14, 4.50], [-1.20, -4.06, 3.76], [1.11, -4.30, 4.93], [-0.25, -4.24, 6.06], [1.85, -2.41, 6.11], [0.22, -2.01, 6.70], [-4.48, 5.13, -2.65], [-3.15, 4.25, -2.22], [-1.95, 4.91, -1.13], [-1.04, 3.41, -1.19], [-1.58, 2.52, -1.95], [-2.76, 2.98, -2.54], [-3.41, 2.03, -3.40], [-2.99, 0.70, -3.35], [-3.59, -0.25, -4.16], [-4.60, 0.11, -5.04], [-5.01, 1.43, -5.09], [-4.42, 2.39, -4.28], [0.40, 3.19, -0.29], [-2.21, 0.41, -2.67], [-3.25, -1.28, -4.11], [-5.07, -0.64, -5.68], [-5.81, 1.73, -5.76], [-4.76, 3.41, -4.33]], "mulliken_charge": [1.04, -1.30, -1.22, 0.63, -0.98, -0.56, -0.96, -0.19, 0.63, 1.01, -0.85, 0.33, -1.08, -0.55, -1.08, 0.09, 0.68, -0.65, 0.23, -1.16, -0.64, -0.82, -0.37, 1.03, 0.43, 0.65, 0.55, 0.30, 0.47, 0.41, 0.47, 0.39, 0.37, 0.34, 0.49, 0.42, 0.50, 0.19, 0.12, 0.38, 0.51, 0.48, 0.51, 0.02, -1.48, 0.66, -1.45, 0.93, 0.05, 0.30, -1.28, 0.37, 0.32, 0.32, 0.50, 0.11, 0.46, 0.07, 0.27, -0.20, 0.02, -0.17, -0.60, -0.58, 0.04, 0.25, 0.26, 0.36, 0.36, 0.37, -0.38, 0.32, -0.15, 0.17, -0.29, 0.27, 0.22, 1.41, -0.40, -0.88, -0.73, -0.59, -0.50, -0.44, 0.38, 0.41, 0.38, 0.22]}

No. 3
{"formula": "C26H46Br2I2N2O5P", "method": "wB97M-V/def2-TZVPD", "total_charge": 1, "multiplicity": 1, "lumo_ev": -2.50, "e_tot_ha": -7588.2585, "e_homo_ev": -11.2, "smiles": "C#C[N@+]1(CCCCCCC)[C@@](CN)(P(C)O)C[C@H](/C(Br)=C(/C)Br)[C@@](I)(C[C@@H](C)I)[C@@]1(O)COCOCCO", "elements": ["C", "C", "N", "C", "C", "C", "C", "C", "C", "C", "C", "C", "N", "P", "C", "O", "C", "C", "C", "Br", "C", "C", "Br", "C", "I", "C", "C", "C", "I", "C", "O", "C", "O", "C", "O", "C", "C", "O", "H", "H", "H", "H", "H", "H", "H", "H", "H", "H", "H", "H", "H", "H", "H", "H", "H", "H", "H", "H", "H", "H", "H", "H", "H", "H", "H", "H", "H", "H", "H", "H", "H", "H", "H", "H", "H", "H", "H", "H", "H", "H", "H", "H", "H", "H"], "positions_angstrom": [[-0.59, -3.07, 3.48], [-0.42, -2.38, 2.52], [-0.15, -1.59, 1.33], [-1.07, -2.42, 0.40], [-1.39, -2.20, -1.08], [-0.81, -1.08, -1.99], [-0.26, -1.64, -3.32], [-0.45, -0.65, -4.50], [0.63, -0.93, -5.59], [1.64, 0.24, -5.61], [1.36, -1.75, 1.12], [2.08, -2.78, 2.05], [1.79, -4.19, 1.79], [1.87, -2.24, -0.65], [3.70, -2.49, -0.71], [1.31, -3.78, -0.99], [2.23, -0.47, 1.30], [1.45, 0.88, 1.33], [2.33, 2.11, 1.22], [1.56, 3.45, 0.05], [3.50, 2.42, 1.73], [4.31, 3.64, 1.42], [4.43, 1.28, 2.96], [0.34, 0.77, 2.39], [1.07, 0.04, 4.33], [-0.33, 2.14, 2.74], [0.01, 2.94, 4.01], [1.40, 3.58, 4.14], [-1.34, 4.70, 3.79], [-0.71, -0.21, 1.74], [-1.65, -0.41, 2.77], [-1.53, 0.50, 0.66], [-2.80, -0.10, 0.46], [-3.48, 0.46, -0.64], [-4.63, 1.11, -0.21], [-5.01, 2.21, -1.01], [-6.46, 2.10, -1.52], [-6.56, 2.92, -2.69], [-0.59, -3.87, 4.16], [-0.72, -3.43, 0.54], [-2.02, -2.44, 0.93], [-1.19, -3.12, -1.61], [-2.47, -2.11, -1.20], [-1.59, -0.39, -2.29], [-0.02, -0.47, -1.56], [0.78, -1.92, -3.18], [-0.79, -2.55, -3.61], [-1.41, -0.93, -4.95], [-0.47, 0.38, -4.17], [1.12, -1.87, -5.38], [0.12, -1.03, -6.55], [2.14, 0.25, -6.58], [1.08, 1.16, -5.47], [2.38, 0.11, -4.83], [3.14, -2.64, 1.82], [2.07, -2.51, 3.10], [2.55, -4.66, 1.33], [1.62, -4.64, 2.68], [4.06, -3.27, -0.03], [4.26, -1.58, -0.50], [3.92, -2.73, -1.75], [1.73, -4.02, -1.83], [2.91, -0.31, 0.46], [2.90, -0.60, 2.13], [0.99, 0.85, 0.34], [4.42, 4.30, 2.27], [4.01, 4.12, 0.50], [5.32, 3.25, 1.20], [-0.17, 2.82, 1.90], [-1.41, 2.07, 2.77], [-0.38, 2.55, 4.93], [2.03, 2.95, 4.76], [1.28, 4.50, 4.71], [1.84, 3.87, 3.20], [-2.35, 0.25, 2.72], [-0.97, 0.67, -0.26], [-1.78, 1.52, 0.96], [-3.78, -0.39, -1.27], [-2.83, 1.09, -1.26], [-4.38, 2.38, -1.89], [-4.95, 3.12, -0.41], [-7.17, 2.52, -0.83], [-6.68, 1.08, -1.83], [-5.93, 2.61, -3.35]], "mulliken_charge": [-0.34, -0.86, 1.57, -1.90, -1.80, 0.33, -0.86, -0.63, -0.55, -1.18, 2.88, -2.36, -0.22, 0.30, -1.21, -0.50, -3.54, 1.12, -1.21, -0.11, 0.61, -1.50, -0.05, -0.44, 0.15, -1.38, -1.22, -0.95, 0.04, 1.49, -0.64, -1.53, -0.29, -0.69, -0.26, -0.44, -0.35, -0.53, 0.60, 0.77, 0.86, 0.76, 0.65, 0.48, 0.05, -0.05, 0.50, 0.26, 0.48, 0.34, 0.45, 0.38, 0.33, 0.23, 0.59, 0.50, 0.23, 0.29, 0.35, 0.37, 0.40, 0.37, 0.55, 0.60, -0.28, 0.32, 0.49, 0.43, 0.66, 0.69, 0.77, 0.27, 0.55, 0.28, 0.61, 0.68, 1.04, 0.28, 0.46, 0.34, 0.24, 0.27, 0.29, 0.30]}

No. 4
{"formula": "ClTi2", "method": "wB97M-V/def2-TZVPD", "e_above_lowest_kj_mol": 0.00, "total_charge": 1, "multiplicity": 7, "lumo_ev": [-4.24, -4.18], "e_tot_ha": -2158.7053, "e_homo_ev": [-11.0, -14.8], "s_squared": 12.003, "elements": ["Ti", "Ti", "Cl"], "positions_angstrom": [[8.25, 1.11, -1.80], [8.06, -3.55, -2.49], [7.04, -1.07, -2.81]], "mulliken_charge": [0.75, 0.75, -0.50]}

- Which formula does entry 4 have?
  ClTi2